[1]
Below is H4N2O2Si as an isolated structure at a distorted geometry, with properties calculated with ωB97M-V/def2-TZVPD.

Element x y z (Å)
Si1 0.355 -0.591 -0.309
O1 -1.671 -1.141 0.800
O2 -2.044 0.838 -0.129
N1 -1.380 -0.132 0.163
N2 1.164 0.725 0.490
H1 0.554 1.414 0.929
H2 0.375 -0.452 -2.618
H3 0.651 -1.857 0.457
H4 1.996 1.196 0.218

Results
LUMO energy (spin up / spin down) (Ha): -0.03001 / -0.02999
Net charge: 0
Spin multiplicity: 1
Frontier orbital gap (spin up / spin down) (eV): 8.9764 / 8.9760

***

[2]
Below is a 2-piece molecular cluster, C16H17NO overall at a distorted geometry, with properties calculated with ωB97M-V/def2-TZVPD.

Element x y z (Å)
O1 -2.317 2.632 1.338
N1 0.236 -2.226 -1.733
C1 0.559 0.076 -1.637
C2 1.509 -0.574 -0.818
C3 2.384 0.179 0.089
C4 0.274 1.336 -2.009
C5 1.308 -1.986 -0.925
C6 -0.085 0.625 3.167
C7 -0.002 -0.572 2.382
C8 -0.882 1.544 -2.844
C9 -1.482 0.419 0.792
C10 -1.376 1.621 1.508
C11 -0.199 -0.985 -2.237
C12 -1.631 0.523 -3.505
C13 0.996 -1.685 2.698
C14 -1.272 -0.762 -3.107
C15 -0.561 -0.650 1.131
C16 -0.751 1.713 2.751
H1 -2.461 0.703 -4.074
H2 -0.837 2.596 3.269
H3 -0.212 -3.033 -1.859
H4 2.652 1.172 -0.558
H5 -0.490 -1.559 0.531
H6 -1.783 -1.626 -3.495
H7 3.269 -0.207 0.277
H8 -2.145 0.427 -0.016
H9 1.726 -1.442 3.548
H10 0.313 0.720 4.278
H11 -2.041 3.245 0.679
H12 0.392 -2.474 3.029
H13 1.478 -2.113 1.797
H14 2.056 -2.752 -0.748
H15 -1.291 2.515 -3.031
H16 1.765 0.448 1.032
H17 0.900 2.153 -1.701

Results
LUMO energy (Ha): 0.02991
SMILES: Cc1c[nH]c2ccccc12.Cc1ccc(O)cc1
Net charge: 0
Spin multiplicity: 1
Frontier orbital gap (eV): 8.5230

***

[3]
Below is one molecule with the formula C5H8O at a distorted geometry, with properties calculated with ωB97M-V/def2-TZVPD.

Element x y z (Å)
O1 -0.062 -1.095 -1.223
C1 0.803 -0.602 -0.275
C2 0.417 -0.852 1.085
C3 -0.618 0.150 0.580
C4 -1.264 -0.595 -0.590
C5 0.272 1.488 -0.051
H1 1.823 -0.419 -0.641
H2 0.704 1.636 -1.078
H3 -1.778 0.052 -1.303
H4 -0.556 2.159 0.013
H5 1.045 -0.439 1.867
H6 -1.939 -1.417 -0.306
H7 1.057 1.803 0.652
H8 0.095 -1.870 1.269

Results
LUMO energy (Ha): 0.03431
SMILES: C[C@@]12CO[C@@H]1C2
Net charge: 0
Spin multiplicity: 1
Frontier orbital gap (eV): 8.4175

***

[4]
Below is C43H44Br3F5O9 as an isolated structure at a distorted geometry, with properties calculated with ωB97M-V/def2-TZVPD.

Element x y z (Å)
Br1 -3.370 3.566 -0.797
Br2 -4.159 0.952 -2.829
Br3 -1.754 3.074 -3.489
F1 2.159 3.584 -3.055
F2 -1.089 -1.159 5.747
F3 2.719 -3.133 -3.895
F4 -0.389 10.100 0.838
F5 -2.005 -1.418 -1.540
O1 0.793 2.697 -0.006
O2 1.558 -2.885 3.292
O3 3.077 2.470 -0.546
O4 -2.496 -3.154 1.839
O5 1.642 0.686 -0.250
O6 2.028 -3.473 5.488
O7 0.293 -4.284 4.562
O8 -3.414 -5.175 2.241
O9 -4.357 -3.283 3.256
C1 -2.638 -2.144 -3.841
C2 2.457 4.619 -5.225
C3 4.262 0.427 -2.605
C4 -1.706 -4.125 1.166
C5 2.292 7.736 1.807
C6 -1.396 2.249 4.593
C7 -1.500 -4.125 -4.693
C8 -3.512 -3.797 2.518
C9 1.937 3.647 -4.422
C10 0.509 6.481 0.732
C11 3.417 -1.792 -2.036
C12 -2.503 -3.163 -4.806
C13 -2.677 0.794 3.052
C14 0.017 -0.572 0.843
C15 -1.788 -2.159 -2.696
C16 1.792 6.588 1.325
C17 0.280 8.917 1.132
C18 3.441 -0.910 -4.316
C19 -0.616 -4.038 -3.643
C20 2.201 4.739 -6.541
C21 -0.375 -5.939 6.124
C22 1.361 3.743 -7.111
C23 1.150 2.606 -4.980
C24 1.320 -3.553 4.327
C25 -2.383 -6.590 0.703
C26 -2.114 -5.453 1.719
C27 1.536 -4.322 6.507
C28 -0.199 7.712 0.747
C29 -3.532 2.817 -2.658
C30 0.825 2.703 -6.376
C31 -1.077 1.130 5.325
C32 3.905 0.325 -3.940
C33 4.010 -0.551 -1.613
C34 -0.169 1.879 0.508
C35 -0.712 -3.018 -2.689
C36 -1.514 -0.062 4.984
C37 0.166 -4.491 5.990
C38 0.257 0.575 -0.088
C39 1.586 8.913 1.573
C40 3.154 -1.945 -3.405
C41 1.940 2.030 -0.291
C42 -2.287 2.089 3.454
C43 -2.343 -0.294 3.833
H1 -4.238 3.499 -3.133
H2 0.079 -6.607 5.393
H3 -0.174 -3.142 -1.761
H4 -1.142 7.744 0.222
H5 0.657 1.886 -4.344
H6 4.174 1.140 -4.595
H7 -2.440 2.783 2.641
H8 -1.524 -5.791 2.572
H9 0.104 5.549 0.368
H10 -1.022 -0.850 1.021
H11 0.083 -1.461 0.216
H12 -3.338 -1.338 -4.004
H13 2.579 5.553 -7.141
H14 3.200 -1.039 -5.361
H15 0.730 -0.832 1.627
H16 -0.305 0.404 -1.006
H17 4.278 -0.368 -0.583
H18 4.754 1.353 -2.347
H19 -1.419 -4.988 -5.337
H20 -1.004 3.236 4.791
H21 -1.111 2.285 0.138
H22 -3.223 -3.130 -5.611
H23 -1.590 -6.637 -0.044
H24 -2.738 -1.298 3.781
H25 -1.432 -5.938 5.858
H26 1.095 3.828 -8.154
H27 -1.914 -4.040 0.099
H28 2.013 9.859 1.871
H29 2.493 5.772 1.237
H30 -2.656 -7.492 1.250
H31 0.159 1.988 -6.837
H32 3.171 -2.675 -1.465
H33 -3.107 -6.448 -0.099
H34 0.171 -4.773 -3.558
H35 -0.342 -6.539 7.033
H36 2.076 -5.269 6.536
H37 -0.554 -3.800 6.428
H38 2.964 5.383 -4.655
H39 -0.424 1.129 6.185
H40 1.698 -3.960 7.522
H41 3.187 7.774 2.411
H42 -0.623 -4.137 1.289
H43 -3.192 0.687 2.108
H44 -0.166 1.858 1.597

Results
LUMO energy (Ha): -0.02442
Net charge: 0
Spin multiplicity: 1
Frontier orbital gap (eV): 7.9664

***

[5]
Below is a 2-piece molecular cluster, ClFS overall at a distorted geometry, with properties calculated with ωB97M-V/def2-TZVPD.

Element x y z (Å)
Cl1 1.222 1.672 -0.841
S1 -0.231 -0.895 -0.241
F1 -0.992 -0.777 1.082

Results
LUMO energy (spin up / spin down) (Ha): -0.15075 / -0.15070
Net charge: 0
Spin multiplicity: 1
Frontier orbital gap (spin up / spin down) (eV): 6.5360 / 6.5393

***

[6]
Below is C29H30F5O6Sn as an isolated structure at a distorted geometry, with properties calculated with ωB97M-V/def2-TZVPD.

Element x y z (Å)
Sn1 -0.468 1.085 -1.308
F1 0.374 5.967 3.593
F2 0.471 4.434 5.856
F3 0.223 1.707 5.714
F4 -0.234 0.520 3.309
F5 -0.048 4.763 1.160
O1 2.633 -0.847 -7.125
O2 -0.388 -2.313 -8.413
O3 1.802 -0.479 -9.201
O4 -1.092 -0.426 -9.390
O5 -1.207 0.304 -2.874
O6 -0.608 2.105 1.099
C1 -2.679 0.040 -0.426
C2 2.180 -0.332 1.357
C3 -0.441 2.722 -5.473
C4 -1.408 3.633 -4.817
C5 2.178 0.078 -0.912
C6 2.365 0.670 0.381
C7 0.130 2.459 4.598
C8 1.858 -1.551 0.687
C9 -0.488 -0.976 -8.483
C10 -0.245 2.632 2.189
C11 -1.137 0.079 -5.477
C12 0.270 3.846 4.664
C13 -0.965 1.517 -6.170
C14 3.096 -0.826 -9.686
C15 -2.309 -1.180 -1.097
C16 -1.603 -0.299 -4.038
C17 -0.945 -2.944 -9.570
C18 0.293 -0.260 -7.378
C19 1.860 -1.305 -0.703
C20 -0.109 1.864 3.385
C21 -1.466 -1.912 -0.247
C22 1.702 -0.537 -7.858
C23 -0.010 4.036 2.289
C24 -0.059 1.232 -7.405
C25 0.004 -0.775 -5.959
C26 -2.170 -0.062 0.912
C27 0.214 4.632 3.510
C28 -1.409 -1.247 0.999
C29 0.960 2.665 -4.983
H1 1.000 3.025 -3.939
H2 1.344 1.632 -5.014
H3 3.056 -0.642 -10.756
H4 -3.369 0.803 -0.800
H5 -0.433 -2.589 -10.467
H6 -1.333 -1.356 -3.880
H7 -1.991 -0.301 -6.059
H8 -0.219 -1.844 -5.993
H9 0.903 -0.638 -5.361
H10 -2.653 -1.506 -2.081
H11 -1.974 1.788 -6.525
H12 2.615 1.712 0.573
H13 3.303 -1.885 -9.488
H14 -2.010 -2.720 -9.655
H15 -1.027 3.889 -3.815
H16 3.876 -0.217 -9.213
H17 -1.585 4.584 -5.346
H18 1.669 -2.507 1.170
H19 -0.959 -2.847 -0.510
H20 -2.415 0.616 1.727
H21 -2.380 3.124 -4.734
H22 1.684 3.285 -5.542
H23 -2.709 -0.286 -4.020
H24 2.315 0.569 -1.876
H25 2.294 -0.210 2.431
H26 -0.777 -4.006 -9.422
H27 1.658 -2.032 -1.487
H28 -0.586 1.467 -8.335
H29 -0.915 -1.626 1.896
H30 0.859 1.838 -7.377

Results
LUMO energy (spin up / spin down) (Ha): 0.07435 / 0.01644
Net charge: -1
Spin multiplicity: 1
Frontier orbital gap (spin up / spin down) (eV): 6.1096 / 4.4379

***

[7]
Below is a 2-piece molecular cluster, C4H11NO overall at a distorted geometry, with properties calculated with ωB97M-V/def2-TZVPD.

Element x y z (Å)
O1 2.183 0.716 -2.327
N1 -2.406 -1.405 1.706
C1 2.750 0.551 -1.288
C2 2.829 1.549 -0.098
C3 -2.018 0.045 -0.381
C4 -1.508 -0.932 0.603
H1 -0.583 -0.591 1.063
H2 -1.249 -1.936 0.076
H3 1.939 2.156 -0.277
H4 3.186 -0.548 -1.124
H5 -1.864 -2.159 2.130
H6 -3.380 -1.632 1.340
H7 -1.246 0.507 -1.116
H8 -2.710 -0.445 -1.135
H9 2.538 0.901 0.787
H10 -2.315 1.110 0.051
H11 3.854 2.114 -0.009

Results
LUMO energy (Ha): 0.03213
SMILES: CC=O.CCN
Net charge: 0
Spin multiplicity: 1
Frontier orbital gap (eV): 9.8031

***

[8]
Below is C28H33ClMnN4O3SSi as an isolated structure, with properties calculated with ωB97M-V/def2-TZVPD.

Element x y z (Å)
Mn1 -0.072 0.713 -0.134
Cl1 0.781 -0.755 6.428
S1 -2.731 -2.789 1.067
Si1 1.970 2.631 -0.520
O1 0.761 -3.086 0.160
O2 -0.168 -1.105 -0.230
O3 -1.989 1.353 -0.594
N1 0.243 2.517 -0.426
N2 2.004 0.902 -0.005
N3 -1.933 -3.629 -1.366
N4 -1.594 -5.082 0.226
C1 1.055 -2.574 2.894
C2 -1.914 5.456 -1.219
C3 -0.756 4.738 -0.937
C4 3.843 -0.210 -1.259
C5 0.322 -2.050 0.586
C6 -2.064 2.760 -0.810
C7 -0.828 3.369 -0.729
C8 -4.773 -0.789 -1.637
C9 2.743 3.625 0.817
C10 5.911 0.577 -0.017
C11 -0.034 -0.233 3.916
C12 -2.069 -3.851 -0.040
C13 2.773 -0.101 -0.239
C14 1.182 -2.289 4.243
C15 -0.876 -5.676 -0.905
C16 0.391 -1.701 2.042
C17 -1.095 -4.637 -2.025
C18 -3.140 4.815 -1.291
C19 -5.525 -0.825 -0.471
C20 -3.597 -0.053 -1.684
C21 -5.104 -0.129 0.654
C22 5.198 -0.615 -0.653
C23 -3.208 0.626 -0.554
C24 0.639 -1.116 4.745
C25 -3.929 0.605 0.618
C26 2.646 3.018 -2.190
C27 -3.224 3.440 -1.087
C28 -0.153 -0.537 2.572
H1 -0.465 0.671 4.327
H2 3.834 3.521 0.806
H3 -5.685 -0.163 1.567
H4 -1.291 -6.648 -1.160
H5 6.149 1.332 -0.772
H6 3.497 -1.009 -1.928
H7 -1.431 -5.367 1.174
H8 -1.853 6.526 -1.377
H9 3.731 2.871 -2.203
H10 5.294 1.049 0.756
H11 -5.099 -1.336 -2.513
H12 2.625 -1.006 0.360
H13 5.043 -1.401 0.092
H14 1.474 -3.479 2.475
H15 3.931 0.710 -1.836
H16 2.374 3.315 1.797
H17 -3.575 1.152 1.485
H18 1.707 -2.964 4.906
H19 -4.174 2.924 -1.143
H20 6.848 0.268 0.446
H21 -4.039 5.377 -1.509
H22 0.180 -5.791 -0.669
H23 -0.753 0.134 1.976
H24 2.199 2.396 -2.969
H25 0.205 5.237 -0.862
H26 -1.608 -5.061 -2.885
H27 2.511 4.687 0.683
H28 -2.995 -0.003 -2.586
H29 -2.005 -2.688 -1.707
H30 2.457 4.068 -2.442
H31 -6.443 -1.397 -0.439
H32 5.818 -1.036 -1.444
H33 -0.150 -4.204 -2.350

Results
LUMO energy (spin up / spin down) (Ha): -0.17181 / -0.13678
Net charge: +1
Spin multiplicity: 5
Frontier orbital gap (spin up / spin down) (eV): 5.4097 / 6.3633

***

[9]
Below is C25H61BrGaO5 as an isolated structure at a distorted geometry, with properties calculated with ωB97M-V/def2-TZVPD.

Element x y z (Å)
Br1 3.436 -2.880 0.098
Ga1 -0.604 -2.397 0.764
O1 -4.537 3.016 0.241
O2 2.538 3.841 0.879
O3 -0.134 3.025 -3.949
O4 2.935 -1.470 5.473
O5 -1.980 -5.849 -3.214
C1 -2.404 -7.175 -2.913
C2 3.124 -3.233 3.761
C3 1.413 0.031 0.329
C4 -5.522 4.004 0.531
C5 -4.778 3.059 -2.210
C6 -2.989 -4.843 -3.226
C7 0.105 2.234 -2.788
C8 -6.913 3.429 0.745
C9 4.203 3.445 2.652
C10 -0.447 2.847 -1.511
C11 3.373 -1.785 4.154
C12 0.565 -3.987 0.149
C13 -3.695 -4.676 -1.891
C14 -3.419 -7.727 -3.902
C15 1.790 -3.599 -0.870
C16 3.891 3.496 1.165
C17 5.048 -1.997 6.625
C18 0.437 -0.666 1.217
C19 2.867 6.279 0.750
C20 0.429 4.334 -3.957
C21 1.346 -2.659 -2.151
C22 2.091 5.113 1.341
C23 3.543 -2.196 6.538
C24 1.946 4.342 -3.850
C25 -4.741 2.235 -0.933
H1 -5.630 3.745 -2.224
H2 -0.392 1.274 -2.957
H3 2.068 -3.490 3.889
H4 1.242 0.325 -0.792
H5 0.052 3.790 -1.269
H6 -7.300 2.961 -0.166
H7 -5.645 1.626 -0.831
H8 3.407 -3.399 2.719
H9 0.988 -4.637 1.053
H10 3.089 -1.831 7.464
H11 2.104 5.145 2.435
H12 -2.784 -7.228 -1.888
H13 -3.031 -7.668 -4.924
H14 -1.509 -7.804 -2.945
H15 -4.403 -3.844 -1.934
H16 2.489 0.250 0.785
H17 -3.902 1.536 -0.993
H18 -1.515 3.062 -1.619
H19 4.056 2.502 0.740
H20 1.174 2.017 -2.691
H21 4.100 4.429 3.120
H22 2.054 -2.974 -3.055
H23 2.809 -1.138 3.475
H24 5.227 3.103 2.816
H25 -4.355 -7.162 -3.875
H26 -3.870 3.664 -2.304
H27 3.290 -3.258 6.466
H28 3.515 2.766 3.166
H29 -4.860 2.406 -3.084
H30 2.285 3.938 -2.891
H31 4.427 -1.518 4.031
H32 0.244 -2.897 -2.525
H33 2.436 7.229 1.077
H34 -2.489 -3.902 -3.476
H35 1.043 5.204 1.041
H36 0.253 -0.164 2.283
H37 3.705 -3.923 4.380
H38 5.292 -0.932 6.698
H39 -5.529 4.772 -0.249
H40 2.849 6.239 -0.344
H41 -0.024 4.946 -3.171
H42 -5.205 4.501 1.452
H43 4.572 4.175 0.642
H44 -6.897 2.661 1.524
H45 5.451 -2.512 7.501
H46 2.391 3.728 -4.639
H47 0.144 4.791 -4.909
H48 -2.970 -4.483 -1.093
H49 -1.315 -2.867 2.153
H50 -1.844 -2.108 -0.249
H51 -3.707 -5.036 -4.030
H52 -0.305 2.167 -0.669
H53 -7.611 4.217 1.038
H54 -0.156 -4.732 -0.441
H55 1.515 -1.512 -1.994
H56 3.917 6.263 1.060
H57 2.162 -4.629 -1.345
H58 5.559 -2.389 5.741
H59 2.329 5.362 -3.937
H60 -3.651 -8.769 -3.670
H61 -4.253 -5.576 -1.614

Results
LUMO energy (Ha): 0.09387
Net charge: -1
Spin multiplicity: 1
Frontier orbital gap (eV): 6.3755

***

[10]
Below is CHBeO3 as an isolated structure at a distorted geometry, with properties calculated with ωB97M-V/def2-TZVPD.

Element x y z (Å)
O1 0.738 1.062 -0.029
O2 -1.488 0.756 0.038
O3 -0.045 -0.959 -0.124
C1 -0.331 0.369 -0.077
Be1 1.906 0.229 -0.058
H1 -0.780 -1.457 0.251

Results
LUMO energy (spin up / spin down) (Ha): 0.01023 / -0.02888
Net charge: 0
Spin multiplicity: 2
Frontier orbital gap (spin up / spin down) (eV): 8.2281 / 10.2537

***

[11]
Below is an isolated ion of composition C6H12N and charge +1 at a distorted geometry, with properties calculated with ωB97M-V/def2-TZVPD.

Element x y z (Å)
N1 1.533 -0.099 0.129
C1 2.620 0.743 0.140
C2 0.332 -0.437 0.256
C3 1.167 -1.539 -0.225
C4 -1.035 0.168 0.435
C5 -2.155 -0.926 0.297
C6 -1.408 1.383 -0.484
H1 -1.841 2.231 0.012
H2 -2.088 0.968 -1.270
H3 -3.081 -0.780 0.778
H4 2.679 1.182 -0.867
H5 3.558 0.052 0.271
H6 -2.372 -0.967 -0.754
H7 -0.916 0.680 1.408
H8 -0.474 1.696 -0.879
H9 2.563 1.507 0.962
H10 1.494 -2.187 0.518
H11 1.071 -1.839 -1.239
H12 -1.647 -1.838 0.512

Results
LUMO energy (Ha): -0.15853
SMILES: CC(C)C1=[N+](C)C1
Net charge: +1
Spin multiplicity: 1
Frontier orbital gap (eV): 11.1581

***

[12]
Below is one molecule with the formula C3H7N3O at a distorted geometry, with properties calculated with ωB97M-V/def2-TZVPD.

Element x y z (Å)
O1 2.554 -1.551 0.077
N1 1.494 -0.891 0.061
N2 1.717 1.502 0.157
N3 -1.287 -0.645 0.472
C1 1.029 0.276 -0.055
C2 -0.811 -1.796 -0.057
C3 -0.580 0.555 -0.066
H1 -1.960 -0.723 1.176
H2 -0.789 0.600 -1.132
H3 -1.219 -2.748 0.310
H4 1.762 2.000 -0.749
H5 2.644 1.398 0.605
H6 -0.734 1.553 0.424
H7 -0.366 -1.771 -1.061

Results
LUMO energy (spin up / spin down) (Ha): 0.00831 / 0.02830
Net charge: 0
Spin multiplicity: 1
Frontier orbital gap (spin up / spin down) (eV): 6.6618 / 8.7197